No. 1
103
Properties=species:S:1:pos:R:3:forces:R:3:lowdin_charge:R:1 method="wB97M-V/def2-TZVPD" homo_energy_ev=-6.4004 lumo_ev=0.05 gap_ev=6.45
Hg 0.34741 -0.10535 0.13044 -1.5 0.4 1.3 1.2220
C 2.73964 -1.76286 3.33940 1.3 0.0 -0.8 0.0028
C 4.11004 -2.19211 3.30602 0.3 0.2 -0.1 -0.3763
C 4.90969 -2.04096 1.94524 0.4 0.4 0.8 -0.3597
O 6.09387 -2.33799 2.00747 -0.3 -0.1 -0.6 0.0441
C 4.25888 -1.43240 0.81180 0.0 -0.2 0.5 0.0043
C 2.94847 -1.05091 0.89337 0.8 0.1 -0.8 -0.3665
C 2.18881 -1.24234 2.18585 -1.4 -0.6 1.1 -0.3899
O 0.93855 -0.98062 2.18376 -0.4 0.7 -0.4 -0.1479
O 2.35234 -0.51578 -0.12290 1.8 -0.5 0.3 -0.2064
O 4.76186 -2.61888 4.24441 -0.4 -0.1 0.2 0.0353
H 2.16679 -1.82894 4.25315 -0.1 0.0 0.0 0.1045
H 4.85234 -1.19537 -0.06067 0.0 -0.2 -0.2 0.1077
C 2.77316 1.67880 -4.87659 -0.5 0.2 0.2 -0.1960
C 1.87270 2.94188 -4.88867 0.3 0.2 -0.1 -0.2064
C 0.87967 2.83693 -3.72116 -0.2 -0.9 -0.9 -0.2186
S 1.84146 2.14937 -2.38114 0.2 1.7 -0.3 0.7241
O 1.04337 1.22522 -1.60353 0.7 1.3 -1.4 -0.3913
O 2.48321 3.33088 -1.81288 -0.2 -1.0 0.4 -0.3130
C 3.03994 1.29918 -3.42265 0.0 -1.2 0.6 -0.2049
H 3.70184 1.86626 -5.41062 0.0 -0.1 0.0 0.1134
H 2.25092 0.84803 -5.35145 0.0 0.0 -0.1 0.1119
H 1.35421 3.04084 -5.84184 -0.1 -0.1 0.0 0.1108
H 2.52565 3.81276 -4.81994 -0.2 0.1 0.3 0.1141
H 0.12051 2.09784 -3.98890 -0.1 0.0 0.1 0.0945
H 0.35576 3.73716 -3.41227 0.3 0.1 0.1 0.1080
H 2.83344 0.24906 -3.20533 0.0 -0.1 -0.2 0.1023
H 4.06000 1.44327 -3.07233 -0.1 0.5 0.1 0.1134
C 1.44988 -5.55550 1.26699 -0.2 -0.8 1.3 -0.2191
C 2.59773 -4.88812 0.55158 0.2 1.1 -1.0 -0.1967
C 2.03009 -4.41004 -0.81945 0.3 -0.7 0.4 -0.1805
S 0.33985 -3.87218 -0.40914 0.1 -1.2 0.2 0.7024
O -0.60637 -4.50173 -1.30902 0.2 0.4 -0.2 -0.3300
O 0.28999 -2.45606 -0.16783 0.1 -0.6 -0.9 -0.3846
C 0.20204 -4.66201 1.21640 0.8 0.4 -0.8 -0.1833
H 1.80562 -5.81857 2.26664 -0.4 0.5 0.3 0.1197
H 1.21137 -6.55391 0.89094 0.0 0.2 -0.6 0.1168
H 3.47911 -5.52597 0.49296 -0.2 -0.2 -0.4 0.1237
H 2.97749 -3.99575 1.05533 -0.4 0.0 0.4 0.0975
H 1.96657 -5.26593 -1.49238 -0.4 0.0 0.0 0.0982
H 2.58403 -3.63337 -1.34338 -0.1 0.3 0.4 0.1029
H -0.76936 -5.14823 1.18630 0.1 -0.1 0.3 0.0979
H 0.24006 -3.78095 1.85963 0.0 -0.3 0.4 0.0979
C -4.89114 -1.79406 2.90699 -0.8 -1.3 -0.8 -0.2351
C -3.80141 -1.99947 3.94464 0.4 0.3 0.4 -0.2095
C -2.45722 -2.37988 3.28302 -0.5 0.5 -0.1 -0.1887
S -2.68960 -2.04276 1.51725 0.1 0.8 1.0 0.7070
O -2.93847 -3.31376 0.86716 0.1 0.6 -0.2 -0.3044
O -1.68150 -1.10494 1.05332 -1.2 -0.7 0.2 -0.3877
C -4.25226 -1.09681 1.72219 1.3 -0.9 0.4 -0.2010
H -5.79810 -1.32017 3.28169 0.3 0.4 0.1 0.1169
H -5.25748 -2.75959 2.54178 0.1 -0.1 0.1 0.1165
H -4.01404 -2.73896 4.71476 -0.4 0.1 -0.1 0.1159
H -3.67253 -1.03352 4.43819 0.1 -0.1 0.2 0.1146
H -2.20812 -3.43306 3.38459 0.1 0.0 0.0 0.1024
H -1.68509 -1.72373 3.67884 0.4 -0.3 -0.3 0.1057
H -4.70070 -1.19841 0.73690 -0.4 0.6 0.1 0.0999
H -3.86007 -0.13241 2.04614 -0.3 0.3 -0.6 0.0999
C -3.27922 4.93113 0.46550 0.6 -0.6 -0.6 -0.1907
C -3.92690 3.69020 1.15953 0.5 1.2 0.2 -0.2013
C -3.79545 2.57474 0.14780 0.0 -0.6 -0.5 -0.2191
S -2.13684 2.72403 -0.60203 -0.4 0.2 1.2 0.7275
O -2.26435 2.63204 -2.04525 0.4 0.1 0.3 -0.3351
O -1.18079 1.88385 0.12391 -1.0 0.8 -0.6 -0.3678
C -1.89875 4.44698 -0.04008 -0.5 -0.9 -0.2 -0.1914
H -3.09008 5.80591 1.08510 -0.3 -0.2 0.3 0.1138
H -3.90643 5.25223 -0.36748 0.0 0.0 -0.1 0.1122
H -4.95302 3.93283 1.43328 -0.1 -0.3 -0.2 0.1133
H -3.40567 3.50953 2.10117 0.1 -0.3 -0.1 0.1182
H -4.52296 2.70450 -0.65443 0.2 0.1 -0.2 0.1116
H -3.88615 1.53124 0.44339 0.0 0.1 0.4 0.0713
H -1.46725 4.93839 -0.90901 0.1 0.4 0.3 0.1047
H -1.23206 4.33196 0.81440 0.4 0.3 -0.3 0.0823
C -3.48549 -0.80376 -4.74153 -0.6 0.2 0.3 -0.2187
C -3.17536 -2.22817 -4.29914 -0.7 -1.0 -1.2 -0.2356
C -2.90443 -2.29932 -2.82927 1.2 0.9 1.1 -0.1733
S -2.56519 -0.54139 -2.27341 -1.4 -1.4 -0.5 0.7387
O -1.29389 -0.40895 -1.60005 -0.5 0.1 -0.9 -0.3831
O -3.78734 -0.10350 -1.59207 0.9 0.0 -0.3 -0.3334
C -2.55422 0.11780 -3.99172 0.7 0.0 1.4 -0.2053
H -4.52133 -0.62954 -4.44276 0.0 0.5 -0.2 0.1199
H -3.39423 -0.70626 -5.82155 0.0 0.1 0.0 0.1186
H -2.43288 -2.67005 -4.96707 0.6 0.1 0.5 0.1191
H -4.04051 -2.86521 -4.50026 -0.1 0.2 -0.1 0.1172
H -2.02354 -2.88289 -2.56143 -0.1 0.0 0.1 0.0826
H -3.75023 -2.62448 -2.22797 0.0 0.0 0.0 0.1061
H -1.50976 -0.02249 -4.28001 0.0 0.1 -0.2 0.1062
H -2.76127 1.17413 -3.83640 -0.3 0.0 -0.5 0.0834
C 4.02151 2.68548 3.51584 0.5 -0.7 -0.2 -0.2146
C 4.49571 3.74158 2.50089 -0.4 -0.1 0.1 -0.2085
C 3.61438 3.60021 1.26940 -0.9 -0.4 0.2 -0.2044
S 1.94266 3.10724 1.87520 1.4 -0.6 0.0 0.7168
O 1.57726 1.89695 1.16564 0.1 0.7 0.6 -0.3712
O 1.03368 4.22585 1.88154 -0.3 0.2 0.1 -0.3321
C 2.50551 2.72353 3.58412 -0.6 1.0 0.1 -0.1991
H 4.52235 2.83001 4.47275 -0.3 0.1 0.2 0.1172
H 4.32666 1.68397 3.20149 0.0 0.0 -0.2 0.1184
H 5.54152 3.60759 2.22887 0.0 0.0 0.1 0.1168
H 4.38274 4.72576 2.95935 0.0 0.1 -0.2 0.1149
H 3.85433 2.72515 0.66551 0.3 0.1 -0.1 0.0988
H 3.49478 4.48008 0.64214 0.0 0.0 0.0 0.0995
H 1.98777 1.87187 4.02142 0.2 -0.3 -0.5 0.1074
H 2.14979 3.58608 4.15368 0.1 0.1 0.0 0.0968

---

No. 2
85
Properties=species:S:1:pos:R:3:forces:R:3:lowdin_charge:R:1 method="wB97M-V/def2-TZVPD" homo_energy_ev=-8.9847 lumo_ev=-0.45 gap_ev=8.54 smiles="CCCCCCCCCCC1=C(Cc2cccc(C)c2)C(=O)OC1=O.CCOCC.CCOCC"
C -2.99231 -0.00222 0.17667 0.5 0.0 -0.2 -0.1107
C -2.68073 -0.75410 -1.11791 0.1 0.4 0.4 -0.2581
C -1.97956 0.15531 -2.12662 0.2 -0.3 -0.2 -0.2404
C -2.23055 -0.25356 -3.57111 -0.2 0.4 -0.3 -0.2082
C -1.32876 0.39253 -4.64652 0.1 -0.5 0.4 -0.2069
C -0.81447 1.78898 -4.33843 0.1 -0.3 -0.1 -0.2369
C -0.09362 2.42818 -5.52078 -0.3 0.3 0.3 -0.2069
C 0.36262 3.87481 -5.23418 0.1 -0.4 -0.2 -0.1885
C 1.87333 4.08276 -5.09532 -0.2 0.1 -0.2 -0.1779
C 2.60788 3.08722 -4.18242 -0.2 0.4 0.0 -0.1020
C 3.38519 3.66197 -3.04000 0.3 -0.6 -0.2 -0.0468
C 4.30493 3.02548 -2.30787 -0.5 0.2 -0.4 -0.0766
C 4.81885 1.64861 -2.44361 0.3 -0.4 0.3 -0.0734
C 4.45575 0.75742 -1.27276 0.0 -0.3 0.5 -0.2024
C 5.45687 0.17510 -0.48425 -0.9 0.0 0.0 -0.0353
C 5.10174 -0.65778 0.57990 -0.4 0.2 -0.4 -0.0664
C 3.75858 -0.90516 0.86334 0.3 0.4 -0.6 -0.0414
C 2.74506 -0.32237 0.08381 0.4 0.1 -0.2 -0.2539
C 1.30363 -0.59000 0.41072 0.4 0.2 0.3 -0.0435
C 3.10452 0.51016 -0.98205 0.9 -0.3 0.4 0.0151
C 4.74603 3.94036 -1.22939 -0.1 -0.6 -0.6 -0.4157
O 5.52227 3.71613 -0.36924 0.7 0.0 0.9 0.1974
O 4.10286 5.12209 -1.38257 -0.2 0.6 0.1 0.1608
C 3.23887 5.01490 -2.46809 0.6 -0.6 0.7 -0.3782
O 2.54747 5.91624 -2.75989 -0.9 1.2 -0.4 0.1930
H -3.21340 -0.66991 1.00294 -0.3 -0.1 0.1 0.0619
H -3.77867 0.73359 0.03743 -0.3 0.0 0.0 0.0715
H -2.09825 0.55767 0.45030 0.1 0.1 0.2 0.0654
H -3.58229 -1.19260 -1.53747 -0.2 -0.1 -0.1 0.1043
H -2.00610 -1.56440 -0.85178 0.0 -0.3 -0.2 0.1022
H -2.28434 1.18829 -1.97699 -0.1 0.2 0.0 0.1089
H -0.90850 0.12018 -1.92488 0.2 0.1 0.1 0.0947
H -3.26473 -0.00060 -3.80819 -0.2 0.0 0.0 0.1107
H -2.15769 -1.33513 -3.65725 0.0 -0.2 0.0 0.1076
H -1.86667 0.38728 -5.59166 -0.1 0.1 -0.2 0.1063
H -0.47313 -0.26885 -4.79228 0.2 0.0 -0.1 0.1112
H -0.12357 1.71424 -3.50059 0.0 0.1 0.3 0.0935
H -1.63076 2.42958 -4.01025 -0.1 0.2 0.0 0.1188
H 0.74428 1.80092 -5.81861 0.2 -0.1 -0.1 0.1123
H -0.79922 2.43261 -6.34844 0.0 0.0 -0.3 0.1070
H -0.16092 4.23105 -4.34953 0.0 0.1 0.2 0.1105
H 0.02750 4.50269 -6.05514 0.0 0.2 0.0 0.1049
H 2.02884 5.09912 -4.76130 0.1 0.2 0.1 0.0905
H 2.30223 4.03012 -6.09257 0.1 -0.1 -0.1 0.1113
H 1.89615 2.38986 -3.74955 -0.2 -0.2 0.1 0.1040
H 3.27384 2.48230 -4.78782 0.2 -0.2 0.0 0.1203
H 5.90419 1.69093 -2.52199 0.1 0.0 0.0 0.1322
H 4.45199 1.18757 -3.35429 -0.1 0.0 -0.2 0.1213
H 6.49199 0.38819 -0.69582 0.2 0.0 0.0 0.1081
H 5.87592 -1.10356 1.18448 0.1 -0.1 0.1 0.0993
H 3.50298 -1.54357 1.69535 -0.1 -0.1 0.1 0.1012
H 0.65887 0.12018 -0.09107 -0.2 0.0 -0.2 0.0564
H 1.17504 -0.46949 1.48329 -0.2 -0.1 0.1 0.0819
H 1.02491 -1.60969 0.16538 -0.2 -0.1 -0.1 0.0844
H 2.35421 0.98518 -1.59885 -0.2 0.0 0.0 0.1108
C 1.22055 -5.56136 3.02784 -0.1 0.0 0.0 -0.0772
C 1.73556 -4.13216 3.01440 0.1 -0.1 0.0 -0.2883
O 0.74125 -3.15511 3.25832 0.0 0.1 -0.2 -0.1703
C 0.07252 -3.23813 4.50166 -0.1 0.0 0.1 -0.2815
C 0.98563 -3.10930 5.70914 0.1 0.0 -0.1 -0.0776
H 0.41986 -5.68477 2.29766 0.0 0.0 0.0 0.0824
H 2.02810 -6.25066 2.77995 0.0 0.0 0.0 0.0775
H 0.82988 -5.84755 4.00512 0.1 0.0 0.0 0.0664
H 2.12624 -3.89740 2.02333 0.0 0.0 0.0 0.1106
H 2.56912 -4.01761 3.71724 0.0 0.0 0.0 0.1083
H -0.51526 -4.16093 4.56019 0.0 0.0 0.0 0.1075
H -0.63905 -2.41313 4.49391 0.0 0.0 0.0 0.1148
H 1.70942 -3.92314 5.76666 0.0 0.0 0.0 0.0658
H 0.39514 -3.12619 6.62561 0.0 0.0 0.0 0.0767
H 1.53947 -2.17028 5.67012 0.0 0.0 0.0 0.0814
C -6.51472 -2.10826 5.27364 0.0 0.1 0.0 -0.0794
C -5.28677 -2.22313 4.38608 0.0 -0.1 0.1 -0.2839
O -5.28998 -1.34457 3.27670 0.0 0.0 -0.1 -0.1649
C -5.33699 0.03781 3.57792 0.0 0.1 0.0 -0.2838
C -4.16254 0.53510 4.40395 0.0 -0.1 0.0 -0.0759
H -7.42212 -2.27828 4.69293 0.0 0.0 0.0 0.0812
H -6.46780 -2.84911 6.07230 0.0 0.0 0.0 0.0762
H -6.59424 -1.12513 5.73917 0.0 0.0 0.0 0.0654
H -5.24328 -3.22329 3.95465 0.0 0.0 0.0 0.1178
H -4.37357 -2.09483 4.97749 0.0 0.0 0.0 0.1043
H -6.28644 0.29109 4.06330 0.0 0.0 0.0 0.1072
H -5.33510 0.54198 2.61145 0.0 -0.1 0.0 0.1113
H -4.12519 0.06900 5.38935 0.0 0.0 0.0 0.0654
H -4.23935 1.61291 4.54991 0.0 0.0 0.0 0.0775
H -3.22150 0.31960 3.89573 0.0 0.0 0.0 0.0755

---

No. 3
86
Properties=species:S:1:pos:R:3:forces:R:3:lowdin_charge:R:1 method="wB97M-V/def2-TZVPD" homo_energy_ev="-18.2090 / -18.2084" lumo_ev="-15.05 / -15.06" total_charge=+4 gap_ev="3.16 / 3.15"
Zr 0.61356 1.24114 -0.66979 -3.5 -4.0 2.1 1.0645
P 2.22891 2.52698 0.65038 2.8 2.0 1.7 0.6944
P -1.48903 1.37372 1.51699 -1.2 -0.2 0.6 0.7665
P -1.13987 3.02643 -1.50204 -2.0 2.2 -1.0 0.7327
H 0.55443 0.86475 -4.18822 1.1 0.6 1.1 0.0681
C 1.20725 1.54708 -3.55149 2.1 -1.3 -1.6 0.0995
C 1.86282 1.10584 -2.35335 -0.1 1.1 -1.7 -0.3614
H 2.79038 0.49434 -2.44742 -1.0 -0.8 0.1 0.1643
C 3.57881 1.55475 1.35701 0.1 -0.8 0.0 -0.1991
C 1.80122 3.66672 1.97983 -0.7 0.2 0.2 -0.2023
C 3.12673 3.59111 -0.54343 -0.1 0.1 -0.4 -0.2037
C -3.11909 0.59736 1.19682 0.1 -0.1 -0.7 -0.2178
C -1.23117 0.62612 3.16940 0.9 -0.1 -0.1 -0.2369
C -2.03376 3.03508 2.07770 0.5 0.2 -0.5 -0.2463
C -0.98272 3.50669 -3.26231 0.8 -0.5 -0.4 -0.2512
C -0.95063 4.71254 -0.80148 0.5 0.1 0.6 -0.2136
C -2.96405 2.82978 -1.50497 -0.4 -0.7 0.2 -0.2240
H 1.64206 2.38918 -4.17136 -1.4 0.1 1.3 0.1509
H 2.17546 1.95939 -1.61007 0.5 0.0 -1.8 -0.0356
H 3.93696 0.78815 0.66171 0.1 0.1 0.1 0.0635
H 3.25162 1.02683 2.25991 0.0 0.1 0.0 0.0573
H 4.39878 2.25291 1.57373 -0.2 -0.1 0.0 0.0921
H 1.21853 3.14910 2.75046 0.2 0.1 0.0 0.0560
H 1.18997 4.48484 1.58271 0.1 0.0 0.1 0.0571
H 2.71941 4.07940 2.42566 -0.2 -0.2 -0.2 0.0992
H 3.38304 3.07771 -1.47595 0.3 0.2 0.3 0.0507
H 4.07070 3.87688 -0.07524 -0.2 0.4 0.0 0.0901
H 2.49743 4.44190 -0.82376 0.3 0.2 0.2 0.0669
H -3.80056 0.93703 1.98800 0.2 0.0 -0.2 0.0894
H -3.02496 -0.49439 1.23851 0.0 0.4 0.0 0.0208
H -3.51116 0.88257 0.21473 -0.1 -0.1 0.3 0.0299
H -1.96568 1.04258 3.86898 0.1 -0.1 -0.3 0.0824
H -0.22954 0.87928 3.52972 -0.2 -0.1 0.2 0.0380
H -1.35035 -0.46387 3.11224 0.1 0.3 0.0 0.0351
H -2.58239 2.87223 3.01343 0.0 0.2 -0.3 0.0748
H -2.67528 3.51336 1.32417 0.2 -0.1 0.5 0.0361
H -1.14866 3.65572 2.27078 -0.4 0.1 0.1 0.0351
H -1.74132 4.26178 -3.52885 0.2 -0.4 0.2 0.0928
H -1.08831 2.61578 -3.89242 -0.3 0.3 -0.1 0.0550
H 0.00562 3.93636 -3.45532 -0.1 0.1 0.0 0.0572
H -1.52890 5.40346 -1.43542 0.1 -0.3 0.1 0.0923
H 0.10259 5.01993 -0.83488 -0.2 0.1 0.0 0.0445
H -1.30697 4.81046 0.22965 0.1 -0.1 -0.3 0.0398
H -3.39089 3.47807 -2.28409 0.3 -0.1 0.2 0.0832
H -3.44787 3.08548 -0.55540 0.3 -0.1 -0.2 0.0518
H -3.22752 1.79576 -1.75939 0.0 0.2 0.0 0.0585
C -0.54863 -3.08605 -3.42595 -2.0 -0.2 -0.2 -0.6568
C -1.95959 -3.04019 -3.48328 0.1 -0.6 -0.6 -0.1501
C -2.64307 -4.09086 -4.09211 0.3 0.1 -0.2 -0.0350
C -1.91780 -5.17896 -4.61995 0.1 0.4 0.8 -0.0068
C -0.51721 -5.17407 -4.54872 0.1 -0.2 -0.1 -0.0282
C 0.19063 -4.13828 -3.93689 0.0 0.3 -0.1 -0.0775
S 0.01880 -1.47570 -3.18451 1.4 1.7 0.3 0.7935
H -0.29639 -0.98383 -4.41659 0.1 -0.1 0.4 -0.0529
H -2.44588 -2.09578 -3.20460 -0.1 -0.7 0.0 0.0881
H -3.70831 -3.98731 -4.28190 0.1 -0.3 0.3 0.1229
H -2.44989 -6.04790 -5.01427 0.2 0.4 -0.2 0.1334
H 0.05197 -5.93756 -5.06930 -0.1 -0.2 0.3 0.1279
H 1.27998 -4.06075 -3.90849 -0.3 -0.4 -0.2 0.1220
C 1.23464 -2.92442 -0.14594 0.7 -0.7 -1.1 -0.2431
P 0.71017 -1.41266 0.71246 -0.5 -2.0 1.3 0.9483
C -0.81178 -2.29294 1.37441 -0.7 0.1 0.3 -0.3875
C -1.93289 -2.41670 0.53806 -0.2 0.3 0.2 -0.1502
C -3.12160 -3.02276 0.97644 0.5 -0.1 0.0 -0.0503
C -3.15258 -3.57746 2.26431 -0.4 0.2 -0.2 -0.0280
C -2.03317 -3.54929 3.09844 0.3 0.2 -0.5 -0.0192
C -0.85437 -2.95501 2.62180 0.2 0.3 0.3 -0.0805
C 1.94300 -1.57669 2.06252 0.8 1.3 0.2 -0.4042
C 1.67561 -1.20417 3.38118 0.2 0.3 0.7 -0.1294
C 2.65391 -1.26321 4.38442 0.3 -0.1 -0.3 -0.0261
C 3.94733 -1.71055 4.06863 -0.3 0.2 -0.4 -0.0134
C 4.25795 -2.03329 2.73730 0.1 0.1 0.2 -0.0311
C 3.27407 -1.92623 1.75709 0.0 0.0 -0.1 -0.1168
H 0.49117 -3.30863 -0.86915 0.3 0.4 0.3 0.0458
H 1.35654 -3.68496 0.66584 -0.2 0.7 -0.7 0.1060
H 2.20948 -2.77946 -0.63514 -0.4 -0.3 -0.1 0.0500
H -1.88927 -1.99960 -0.46326 -0.1 0.1 -0.1 0.0838
H -4.01018 -3.04202 0.31987 0.7 -0.1 0.5 0.1342
H -4.07414 -4.03767 2.61125 0.1 0.1 0.0 0.1287
H -2.07267 -3.96792 4.11655 0.1 0.1 -0.7 0.1385
H 0.03782 -3.03308 3.24251 -0.3 0.2 -0.1 0.1084
H 0.69427 -0.86383 3.66866 0.0 -0.1 0.0 0.0616
H 2.42824 -0.94656 5.41056 0.0 -0.3 -0.5 0.1322
H 4.72296 -1.76719 4.82942 -0.2 0.0 -0.1 0.1314
H 5.28128 -2.34349 2.45957 -0.7 0.2 0.2 0.1382
H 3.55399 -2.12129 0.73295 0.1 -0.2 -0.1 0.0934